# 1
Molecular formula: C9H13N3P
Method: DFT, ωB97M-V/def2-TZVPD

As for the multiplicity: 1. For the HOMO energy, the calculation gives -12.284 eV. The calculation puts the LUMO energy at -4.6 eV. Its energy relative to the best compared isomer or geometry (same formula, charge and spin) is 64.0 kcal/mol. Its net charge is +1. As for the strongest force on any atom: 5.71 eV/Å. The total energy comes out at -23292.7549 eV. As for the HOMO-LUMO gap: 7.7 eV.

Each atom is followed by the atoms it is bonded to, with distances in Å.
Element x y z (Å)
1 C 2.46 -3.34 0.45  C2 1.375, C3 1.395, H14 1.070
2 C 2.69 -2.24 1.24  C1 1.375, C4 1.347, H15 1.051
3 C 1.37 -3.44 -0.42  C1 1.395, C5 1.386, H16 1.150
4 C 1.87 -1.18 1.07  C2 1.347, C6 1.422, H17 1.074
5 C 0.53 -2.35 -0.58  C3 1.386, C6 1.393, H18 1.057
6 C 0.82 -1.18 0.11  C4 1.422, C5 1.393, C7 1.548
7 C 0.01 0.14 0.04  C6 1.548, N10 1.307, N11 1.337
8 C -2.89 1.23 -1.48  N12 1.465, H19 1.156, H20 1.145, H21 1.069
9 C -0.44 3.41 1.36  P13 1.761, H22 1.152, H23 1.053, H24 1.039
10 N -0.13 0.83 1.14  C7 1.307, P13 1.621
11 N -0.74 0.44 -1.02  C7 1.337, N12 1.381, H25 0.995
12 N -1.59 1.51 -0.85  C8 1.465, N11 1.381, P13 2.023
13 P -1.33 1.91 1.12  C9 1.761, N10 1.621, N12 2.023
14 H 3.24 -4.03 0.69  C1 1.070
15 H 3.47 -2.34 1.93  C2 1.051
16 H 1.31 -4.40 -1.05  C3 1.150
17 H 1.88 -0.23 1.56  C4 1.074
18 H -0.23 -2.43 -1.31  C5 1.057
19 H -2.73 0.72 -2.51  C8 1.156
20 H -3.47 0.52 -0.80  C8 1.145
21 H -3.58 2.04 -1.60  C8 1.069
22 H -1.06 4.34 1.63  C9 1.152
23 H 0.19 3.69 0.56  C9 1.053
24 H 0.09 3.32 2.25  C9 1.039
25 H -0.45 0.30 -1.96  N11 0.995
26 H -1.29 2.76 -1.57  no bonds

natural (NBO) atomic charge list, values in e, 5 entries: C -0.164; C -0.196; C -0.208; C -0.159; C -0.185



# 2
Molecular formula: C9H13N3S
Method: DFT, ωB97M-V/def2-TZVPD

As for the multiplicity: 1. For the HOMO energy (spin up / spin down), the calculation gives -16.045 / -16.045 eV. The calculation puts the LUMO energy (spin up / spin down) at -9.0 / -9.0 eV. Its energy relative to the best compared isomer or geometry (same formula, charge and spin) is 7.7 kcal/mol. Its net charge is +2. As for the strongest force on any atom: 4.37 eV/Å. The total energy comes out at -24830.2032 eV. As for the HOMO-LUMO gap (spin up / spin down): 7.0 / 7.0 eV.

Each atom is followed by the atoms it is bonded to, with distances in Å.
Element x y z (Å)
1 C -3.67 -0.59 0.18  C2 1.384, C3 1.388, H14 1.114
2 C -3.01 -1.40 1.09  C1 1.384, C4 1.389, H15 1.118
3 C -3.11 0.37 -0.65  C1 1.388, C5 1.387, H16 1.137
4 C -1.66 -1.13 1.27  C2 1.389, C6 1.408, H17 1.095
5 C -1.75 0.64 -0.52  C3 1.387, C6 1.432, H18 1.028
6 C -1.09 -0.09 0.52  C4 1.408, C5 1.432, C9 1.446
7 C 0.92 1.35 -0.08  C9 1.527, N10 1.285, H19 1.093
8 C 2.78 0.14 -0.87  N10 1.459, N11 1.500, S13 1.780, H20 1.112
9 C 0.32 0.20 0.73  C6 1.446, C7 1.527, N12 1.502
10 N 2.00 1.36 -0.78  C7 1.285, C8 1.459
11 N 3.16 0.12 -2.32  C8 1.500, H21 1.056, H22 1.092, H23 1.063
12 N 0.94 0.06 2.09  C9 1.502, H24 0.982, H25 1.080, H26 1.013
13 S 1.84 -1.33 -0.49  C8 1.780
14 H -4.75 -0.80 -0.01  C1 1.114
15 H -3.48 -2.34 1.48  C2 1.118
16 H -3.67 1.01 -1.41  C3 1.137
17 H -1.11 -1.69 2.04  C4 1.095
18 H -1.21 1.26 -1.13  C5 1.028
19 H 0.32 2.26 -0.10  C7 1.093
20 H 3.65 0.24 -0.19  C8 1.112
21 H 3.49 1.10 -2.56  N11 1.056
22 H 2.32 -0.08 -2.99  N11 1.092
23 H 3.75 -0.73 -2.57  N11 1.063
24 H 1.80 -0.40 2.07  N12 0.982
25 H 0.22 -0.50 2.67  N12 1.080
26 H 0.98 0.96 2.55  N12 1.013

natural (NBO) atomic charge list, values in e, 5 entries: C -0.114; C -0.182; C -0.169; C -0.154; C -0.131



# 3
Molecular formula: C9H13NO
Method: DFT, ωB97M-V/def2-TZVPD

As for the multiplicity: 2. For the HOMO energy (spin up / spin down), the calculation gives 0.671 / -3.777 eV. The calculation puts the LUMO energy (spin up / spin down) at 3.8 / 3.6 eV. Its energy relative to the best compared isomer or geometry (same formula, charge and spin) is 13.8 kcal/mol. Its net charge is -1. As for the strongest force on any atom: 1.46 eV/Å. The total energy comes out at -13080.7475 eV. As for the HOMO-LUMO gap (spin up / spin down): 3.1 / 7.4 eV.

Each atom is followed by the atoms it is bonded to, with distances in Å.
Element x y z (Å)
1 C 0.91 2.78 -1.17  C2 1.499, H5 1.086, H6 1.093, H9 1.088
2 C 1.94 2.15 -0.28  C1 1.499, O3 1.216, N4 1.362
3 O 2.13 2.53 0.85  C2 1.216
4 N 2.69 1.17 -0.86  C2 1.362, H7 1.005, H8 1.006
5 H 0.13 3.19 -0.54  C1 1.086
6 H 0.43 2.08 -1.87  C1 1.093
7 H 3.20 0.54 -0.26  N4 1.005
8 H 2.32 0.77 -1.70  N4 1.006
9 H 1.31 3.56 -1.82  C1 1.088
10 C -2.70 -1.76 2.08  C14 1.524, H21 1.082, H22 1.088, H24 1.097
11 C 0.53 -1.39 0.08  C12 1.444, C13 1.394, H17 1.084
12 C -0.40 -1.52 1.18  C11 1.444, C14 1.389, H18 1.087
13 C 0.00 -0.93 -1.12  C11 1.394, C15 1.381, H19 1.095
14 C -1.76 -1.54 0.90  C10 1.524, C12 1.389, C16 1.389
15 C -1.36 -0.86 -1.38  C13 1.381, C16 1.441, H20 1.050
16 C -2.28 -1.27 -0.36  C14 1.389, C15 1.441, H23 1.085
17 H 1.60 -1.40 0.24  C11 1.084
18 H -0.02 -1.70 2.18  C12 1.087
19 H 0.73 -0.71 -1.90  C13 1.095
20 H -1.60 -0.51 -2.34  C15 1.050
21 H -3.75 -1.78 1.79  C10 1.082
22 H -2.50 -0.99 2.81  C10 1.088
23 H -3.34 -1.41 -0.55  C16 1.085
24 H -2.42 -2.69 2.59  C10 1.097

natural (NBO) atomic charge list, values in e, 5 entries: C -0.739; C 0.679; O -0.630; N -0.826; H 0.239



# 4
Molecular formula: C9H13NO
Method: DFT, ωB97M-V/def2-TZVPD

As for the multiplicity: 1. Its SMILES is Cc1ccccc1.CC(N)=O. For the HOMO energy, the calculation gives -9.005 eV. The calculation puts the LUMO energy at 0.6 eV. Its energy relative to the best compared isomer or geometry (same formula, charge and spin) is 12.7 kcal/mol. As for the strongest force on any atom: 2.06 eV/Å. The total energy comes out at -13081.5225 eV. As for the HOMO-LUMO gap: 9.7 eV.

Each atom is followed by the atoms it is bonded to, with distances in Å.
Element x y z (Å)
1 C -0.14 2.89 1.75  C2 1.490, H5 1.084, H6 1.097, H9 1.097
2 C -1.20 2.84 0.70  C1 1.490, O3 1.217, N4 1.355
3 O -2.37 2.73 1.00  C2 1.217
4 N -0.80 2.93 -0.59  C2 1.355, H7 1.008, H8 1.001
5 H -0.33 3.54 2.59  C1 1.084
6 H 0.85 3.07 1.31  C1 1.097
7 H -1.51 2.71 -1.26  N4 1.008
8 H 0.14 3.01 -0.93  N4 1.001
9 H 0.02 1.89 2.19  C1 1.097
10 C 1.31 -0.64 -2.15  C14 1.487, H21 1.089, H22 1.070, H24 1.095
11 C 0.84 -2.43 1.14  C12 1.371, C13 1.415, H17 1.084
12 C 1.34 -1.66 0.12  C11 1.371, C14 1.398, H18 1.063
13 C -0.55 -2.70 1.17  C11 1.415, C15 1.375, H19 1.082
14 C 0.63 -1.35 -1.05  C10 1.487, C12 1.398, C16 1.392
15 C -1.27 -2.38 0.04  C13 1.375, C16 1.383, H20 1.078
16 C -0.72 -1.70 -1.03  C14 1.392, C15 1.383, H23 1.080
17 H 1.42 -2.99 1.87  C11 1.084
18 H 2.37 -1.43 0.15  C12 1.063
19 H -0.95 -3.07 2.10  C13 1.082
20 H -2.31 -2.68 0.03  C15 1.078
21 H 1.10 -0.99 -3.16  C10 1.089
22 H 2.37 -0.64 -2.06  C10 1.070
23 H -1.34 -1.38 -1.85  C16 1.080
24 H 1.10 0.44 -2.10  C10 1.095

natural (NBO) atomic charge list, values in e, 5 entries: C -0.714; C 0.665; O -0.614; N -0.823; H 0.244



# 5
Molecular formula: C9H13NO2
Method: DFT, ωB97M-V/def2-TZVPD

As for the multiplicity: 2. For the HOMO energy (spin up / spin down), the calculation gives 0.660 / -3.511 eV. The calculation puts the LUMO energy (spin up / spin down) at 3.4 / 3.3 eV. Its energy relative to the best compared isomer or geometry (same formula, charge and spin) is 34.2 kcal/mol. Its net charge is -1. As for the strongest force on any atom: 4.02 eV/Å. The total energy comes out at -15127.2890 eV. As for the HOMO-LUMO gap (spin up / spin down): 2.8 / 6.9 eV.

Each atom is followed by the atoms it is bonded to, with distances in Å.
Element x y z (Å)
1 C 0.78 1.29 3.35  C2 1.533, H7 1.040, H8 1.135, H9 1.080
2 C 2.04 1.82 2.66  C1 1.533, O3 1.215, N4 1.414
3 O 2.71 2.82 2.84  C2 1.215
4 N 2.55 0.87 1.75  C2 1.414, H5 1.054, H6 1.014
5 H 3.45 0.98 1.22  N4 1.054
6 H 2.10 0.04 1.39  N4 1.014
7 H 1.04 0.37 3.75  C1 1.040
8 H -0.09 1.32 2.62  C1 1.135
9 H 0.34 1.95 4.09  C1 1.080
10 C -2.45 0.69 -2.61  C16 1.451, H23 1.077, H24 1.043, H25 1.106
11 C 0.22 -1.61 -0.60  C12 1.423, C13 1.388, O17 1.408
12 C 0.19 -1.73 -2.02  C11 1.423, C14 1.382, H19 1.108
13 C -0.60 -0.84 0.20  C11 1.388, C15 1.390, H20 1.068
14 C -0.82 -1.05 -2.68  C12 1.382, C16 1.355, H21 1.054
15 C -1.45 -0.02 -0.54  C13 1.390, C16 1.388, H22 1.104
16 C -1.51 -0.17 -1.92  C10 1.451, C14 1.355, C15 1.388
17 O 1.04 -2.49 0.13  C11 1.408, H18 0.999
18 H 1.21 -3.36 -0.32  O17 0.999
19 H 0.78 -2.59 -2.40  C12 1.108
20 H -0.37 -0.77 1.24  C13 1.068
21 H -1.01 -1.11 -3.71  C14 1.054
22 H -2.02 0.79 -0.05  C15 1.104
23 H -3.25 0.07 -2.97  C10 1.077
24 H -2.08 1.20 -3.44  C10 1.043
25 H -2.77 1.55 -1.99  C10 1.106

natural (NBO) atomic charge list, values in e, 5 entries: C -0.725; C 0.687; O -0.626; N -0.866; H 0.394



# 6
Molecular formula: C9H13NO2
Method: DFT, ωB97M-V/def2-TZVPD

As for the multiplicity: 1. For the HOMO energy (spin up / spin down), the calculation gives -6.512 / -5.957 eV. The calculation puts the LUMO energy (spin up / spin down) at 0.3 / -0.2 eV. Its energy relative to the best compared isomer or geometry (same formula, charge and spin) is 127.0 kcal/mol. As for the strongest force on any atom: 4.00 eV/Å. The total energy comes out at -15124.1250 eV. As for the HOMO-LUMO gap (spin up / spin down): 6.8 / 5.8 eV.

Each atom is followed by the atoms it is bonded to, with distances in Å.
Element x y z (Å)
1 C -0.82 -1.44 -0.35  C9 1.380, N10 1.489, O11 1.279
2 C -3.70 0.79 0.05  C5 1.477, C6 1.488, H13 1.085, H14 1.126
3 C 4.06 -0.40 -0.56  C4 1.525, C7 1.559, H15 1.078, H16 1.086
4 C 3.69 0.79 0.33  C3 1.525, C7 1.526, H17 1.142, H18 1.085
5 C -3.12 -0.56 -0.01  C2 1.477, C9 1.515, H19 1.059, H20 1.032
6 C -2.50 1.62 0.34  C2 1.488, O12 1.445, H21 1.075, H22 1.111
7 C 2.75 -0.42 0.29  C3 1.559, C4 1.526, C8 1.413, H23 1.044
8 C 1.48 -0.29 -0.30  C7 1.413, N10 1.296, H24 1.170
9 C -1.65 -0.33 -0.26  C1 1.380, C5 1.515, O12 1.356
10 N 0.61 -1.21 -0.01  C1 1.489, C8 1.296, H25 1.023
11 O -1.22 -2.65 -0.45  C1 1.279
12 O -1.32 0.98 -0.22  C6 1.445, C9 1.356
13 H -3.97 1.07 -0.97  C2 1.085
14 H -4.41 1.00 0.89  C2 1.126
15 H 4.15 -0.22 -1.62  C3 1.078
16 H 4.99 -0.78 -0.16  C3 1.086
17 H 4.35 1.11 1.20  C4 1.142
18 H 3.10 1.58 -0.11  C4 1.085
19 H -3.14 -0.88 1.00  C5 1.059
20 H -3.57 -1.32 -0.55  C5 1.032
21 H -2.51 2.55 -0.20  C6 1.075
22 H -2.35 1.87 1.42  C6 1.111
23 H 2.82 -1.15 1.03  C7 1.044
24 H 1.26 0.29 -1.29  C8 1.170
25 H 1.02 -2.01 0.49  N10 1.023

natural (NBO) atomic charge list, values in e, 5 entries: C 0.422; C -0.433; C -0.414; C -0.394; C -0.454